ORCA calculation (ωB97M-V/def2-TZVPD) on C28H68O26Tl as an isolated structure in a non-equilibrium geometry.

## Properties
Highest occupied orbital energy: -11.73 eV
Total charge: +1
Spin multiplicity: 1
Energy: -3235.72362 Ha
ΔE to the lowest compared entry with this formula, charge and spin: 3.4556 eV

Geometry (Å):
Tl: -1.77685 21.85879 28.09585
C: -6.50690 23.58570 29.68542
C: -5.20300 23.36521 29.20070
C: -4.30797 24.59484 28.80746
O: -3.20764 24.32704 28.37811
C: -4.82820 25.95672 28.88974
C: -6.15728 26.09115 29.34127
C: -6.98736 24.88695 29.78895
O: -8.14056 25.01053 30.20673
O: -6.63062 27.22493 29.28259
O: -4.67224 22.28594 28.96482
H: -7.01909 22.79999 30.22836
H: -4.23517 26.71395 28.39149
C: -0.81190 27.16157 28.23362
C: -0.57601 27.02435 29.77929
O: -1.30377 25.95118 30.33822
O: -0.35435 28.38218 27.67351
H: -1.89880 27.11757 28.09385
H: -0.52121 26.28246 27.65693
H: -0.93957 27.96153 30.20892
H: 0.47528 26.90727 30.04964
H: -1.48483 26.05653 31.27385
H: -0.27763 28.22663 26.72756
C: -3.71769 28.72035 30.51866
C: -3.24342 29.70179 29.41783
O: -1.88186 30.07279 29.54827
O: -3.31992 29.29262 31.75742
H: -3.24760 27.75405 30.32773
H: -4.80775 28.67163 30.44599
H: -3.82708 30.62458 29.44034
H: -3.28166 29.22121 28.43199
H: -1.33740 29.72122 28.83728
H: -3.57314 30.22035 31.73243
C: -0.72068 21.32052 31.65749
C: -2.24699 21.47061 31.77181
O: -2.77633 22.10652 30.63745
O: -0.52533 20.58519 30.44159
H: -0.24769 20.74449 32.45233
H: -0.26817 22.31489 31.68615
H: -2.58884 21.87833 32.72785
H: -2.65865 20.45442 31.80336
H: -3.73344 22.04988 30.72374
H: 0.14962 19.92891 30.62964
C: -11.17854 24.69942 27.91525
C: -12.49701 23.92658 27.78992
O: -13.27499 24.38431 26.70183
O: -11.36839 26.07487 28.20181
H: -10.66074 24.63560 26.94627
H: -10.51101 24.23995 28.64247
H: -13.07033 24.17793 28.68782
H: -12.42037 22.83716 27.85517
H: -12.65316 24.59120 25.99415
H: -12.02199 26.43022 27.59014
C: -6.58546 21.20792 32.25764
C: -6.29790 22.66893 32.65636
O: -5.71549 22.83931 33.94577
O: -5.34077 20.49586 32.35015
H: -6.92007 21.06141 31.22781
H: -7.36447 20.71810 32.84501
H: -7.31151 23.05702 32.83651
H: -5.83390 23.27489 31.87712
H: -5.57847 23.80906 34.01560
H: -5.24755 20.24727 33.27631
C: -5.56206 26.62556 33.46850
C: -5.70069 26.27767 32.00802
O: -6.60494 27.22634 31.38406
O: -5.13799 25.50658 34.25042
H: -6.60406 26.67751 33.80767
H: -5.04769 27.56421 33.67128
H: -6.24022 25.34171 31.85319
H: -4.82166 26.25497 31.35769
H: -7.40790 26.74192 31.17655
H: -5.10262 25.69495 35.19142
C: -2.13848 26.22426 23.59926
C: -3.03803 26.41020 24.79516
O: -2.45418 25.93079 26.00537
O: -2.25521 24.80273 23.29516
H: -1.08472 26.45235 23.74862
H: -2.50346 26.81852 22.76165
H: -3.97163 25.87029 24.62633
H: -3.25131 27.48038 24.92190
H: -3.18434 25.79100 26.60871
H: -2.70088 24.66859 22.45482
C: -10.43179 22.78562 33.12022
C: -10.63989 22.41538 31.64948
O: -11.91863 22.84881 31.24809
O: -11.49726 22.43389 33.99333
H: -10.28774 23.87033 33.15920
H: -9.48228 22.37339 33.49059
H: -10.57469 21.32023 31.57165
H: -9.92490 22.83639 30.94365
H: -12.63094 22.39770 31.70844
H: -11.22408 21.51192 34.11045
C: -7.05844 24.71032 26.07511
C: -6.29945 23.47235 25.56979
O: -7.10123 22.33434 25.33805
O: -8.16420 24.95011 25.18918
H: -6.45184 25.62257 26.10473
H: -7.56117 24.55504 27.03981
H: -5.63092 23.26051 26.41044
H: -5.74924 23.69112 24.65308
H: -7.96243 22.69608 25.08334
H: -8.47346 25.81607 25.48086
C: -8.65246 19.56338 26.73508
C: -8.32240 20.32907 28.02045
O: -6.92221 20.41000 28.26701
O: -10.02455 19.60606 26.43443
H: -8.27910 18.53888 26.77599
H: -8.12100 20.14488 25.97374
H: -8.68504 19.65268 28.80324
H: -8.88615 21.26266 28.02064
H: -6.63705 21.24849 28.63126
H: -10.17270 19.80687 25.51047
C: -1.46847 18.05906 28.88054
C: -2.99736 18.26272 29.06904
O: -3.31590 19.63381 29.19218
O: -0.95435 19.01395 27.93652
H: -1.25583 17.04842 28.53770
H: -1.04719 18.20605 29.87296
H: -3.33240 17.68148 29.93436
H: -3.58846 17.85452 28.24153
H: -4.22162 19.70489 29.51303
H: -0.59987 18.52577 27.18852

Atomic forces in eV per Å
Tl -0.154 -0.501 0.371
C 1.812 -0.292 0.244
C 0.969 0.221 -1.148
C -0.021 -1.131 0.044
O -0.093 0.696 -0.032
C 0.049 -2.068 -0.075
C 0.154 1.095 -1.457
C -1.880 -0.242 0.094
O 0.441 1.490 0.032
O -0.476 -0.387 -0.694
O -0.697 -0.074 0.134
H -0.335 0.042 -0.574
H -0.233 0.510 0.341
C -1.280 -1.132 0.910
C 0.416 1.275 -0.351
O -0.742 -0.920 -0.920
O 0.322 -0.256 0.516
H -0.200 0.128 0.300
H 0.682 0.069 0.162
H 0.258 0.098 0.042
H 0.129 0.120 -0.331
H 0.312 0.426 0.048
H 0.074 0.182 -0.008
C 0.409 2.057 -0.822
C 0.903 -0.745 -0.812
O 0.007 0.290 0.866
O -0.191 -1.044 0.304
H 0.122 -0.063 0.588
H -0.041 -0.345 0.003
H -0.252 -0.125 -0.057
H -0.884 0.089 -0.052
H -0.099 -0.145 -0.239
H 0.072 0.059 0.075
C -1.106 0.152 -0.134
C 0.443 -1.864 1.141
O 0.399 0.845 0.372
O 0.500 0.555 0.052
H -0.543 0.127 0.421
H 0.272 -0.016 -0.571
H 0.281 0.680 -0.146
H 0.141 -0.096 -0.128
H 0.052 -0.189 -0.210
H 0.133 0.014 -0.364
C -0.342 -0.402 -1.072
C -0.227 0.595 1.557
O 0.384 0.137 -0.324
O 0.183 -0.140 0.396
H 0.149 -0.221 -0.119
H -0.177 0.255 0.342
H -0.031 0.052 -0.003
H 0.481 -0.009 -0.551
H -0.240 -0.171 -0.226
H -0.106 -0.129 0.034
C 1.742 0.024 0.213
C -2.554 -0.094 1.211
O 0.617 -0.394 -0.909
O -0.420 -0.378 -0.074
H 0.051 0.479 -0.093
H 0.113 0.299 0.428
H -0.228 0.487 -0.887
H 0.494 -0.340 0.070
H 0.107 -0.485 0.281
H 0.257 0.057 -0.046
C -1.724 -0.353 1.297
C -1.466 0.281 -1.176
O 0.655 0.405 2.453
O 1.305 -0.474 -0.795
H -0.027 1.055 -0.394
H 0.290 -0.179 -0.141
H 0.669 -0.416 0.812
H 0.646 0.058 0.375
H -0.732 0.120 0.039
H -0.050 0.394 -0.016
C -0.824 -1.803 -0.238
C 0.084 1.100 0.380
O 0.170 -0.024 -0.478
O 0.553 0.414 -0.120
H -0.036 0.071 0.329
H -0.035 0.115 0.053
H -0.027 0.107 -0.320
H -0.135 0.023 -0.075
H 0.191 -0.267 0.207
H 0.080 0.172 -0.039
C 1.202 1.735 -0.456
C -1.191 -1.055 0.892
O -0.042 0.492 -0.915
O 0.989 -1.009 -0.877
H -0.312 0.000 0.133
H -0.054 -0.161 -0.049
H 0.058 -0.071 -0.183
H 0.168 0.279 0.333
H 0.266 -0.120 0.324
H -1.046 -0.074 0.736
C -1.273 -0.533 -0.796
C 0.083 0.624 0.811
O -0.553 0.637 0.377
O 0.440 0.448 0.041
H 0.447 -0.282 0.114
H 0.695 -0.280 0.316
H 0.451 -0.396 -0.371
H 0.214 0.272 0.136
H -0.031 -0.279 -0.169
H -0.526 -0.121 -0.426
C 1.307 1.399 -1.045
C -0.764 -1.632 0.895
O 0.129 -0.135 -0.591
O -0.680 -0.104 0.792
H 0.023 0.015 0.039
H 0.299 -0.531 -0.216
H -0.514 0.554 0.363
H 0.307 0.202 0.066
H -0.140 0.128 -0.218
H 0.188 -0.032 -0.072
C -1.384 0.609 0.002
C -0.015 -0.834 -0.664
O 0.388 0.186 0.246
O 0.016 -0.290 0.362
H -0.124 -0.092 0.127
H 0.463 0.136 -0.187
H 0.246 0.152 0.250
H 0.357 -0.060 -0.284
H -0.053 0.126 -0.112
H 0.003 0.091 -0.039

=====

ORCA calculation (ωB97M-V/def2-TZVPD) on a 13-piece molecular cluster, C28H69BrN29O13S overall in a non-equilibrium geometry.

## Properties
Highest occupied orbital energy: -9.99 eV
Total charge: +1
Spin multiplicity: 1
Energy: -6646.58223 Ha
ΔE to the lowest compared entry with this formula, charge and spin: 0.0000 eV

Geometry (Å):
C: -0.73799 -0.96683 -3.74818
C: -0.85962 -1.11800 -2.53555
N: -0.83300 -1.51816 -1.17803
C: -1.51129 -2.45708 -0.36635
N: -2.49567 -3.25772 -0.77743
Br: -3.28800 -3.35050 -2.44734
C: -3.03051 -4.19789 0.24290
C: -2.90352 -5.67665 0.04322
C: -3.55340 -6.42347 1.16450
C: -4.21313 -5.67994 2.25948
N: -4.33277 -4.31379 2.49638
C: -3.72084 -3.66503 1.43282
N: -0.94280 -2.36794 0.92038
C: 0.05315 -1.36023 0.96247
C: 0.89311 -0.90980 2.20738
S: 2.49753 -1.80533 2.40037
C: 3.82088 -0.69005 1.72822
C: 4.42875 -1.22760 0.35162
N: 0.06209 -0.89308 -0.37590
C: 1.03310 0.19817 -0.61848
O: 0.67099 1.40899 0.07715
C: -0.52053 2.00079 -0.50987
C: -1.73666 1.76194 0.51973
C: -3.10569 1.61859 -0.32163
H: -0.60737 -0.99038 -4.88861
H: -2.41368 -6.17104 -0.83746
H: -3.56745 -7.55139 1.15820
H: -4.71500 -6.32436 3.05512
H: -3.78365 -2.52715 1.48982
H: 0.26560 -1.18149 3.12254
H: 1.02794 0.22834 2.28096
H: 4.63476 -0.57899 2.51128
H: 3.33597 0.32924 1.55027
H: 4.25396 -0.45388 -0.46886
H: 5.55321 -1.44699 0.39874
H: 3.92144 -2.19139 0.03062
H: 1.22892 0.42898 -1.70617
H: 2.04015 -0.10069 -0.17196
H: -0.39914 3.13277 -0.60457
H: -0.75521 1.62371 -1.55844
H: -1.62489 0.79433 1.10672
H: -1.79346 2.59389 1.29521
H: -3.84511 1.00566 0.29449
H: -2.87446 1.12999 -1.31891
H: -3.48813 2.67733 -0.48295
C: -5.19371 5.24440 -0.69716
O: -4.14569 4.66545 -0.43673
N: -6.07568 5.63776 0.25391
N: -5.55188 5.53577 -1.97171
H: -6.93755 6.11215 0.05480
H: -5.83917 5.43569 1.21075
H: -4.91638 5.25263 -2.69804
H: -6.40289 6.00796 -2.22395
C: 2.04096 2.85871 3.07250
O: 1.91651 1.67928 3.40740
N: 2.65802 3.77691 3.85423
N: 1.57351 3.33316 1.89838
H: 2.76977 4.74155 3.59898
H: 3.02020 3.45956 4.73801
H: 1.10887 2.67146 1.29455
H: 1.66442 4.29514 1.60330
C: -7.60594 4.15892 -5.34306
O: -7.79773 5.36331 -5.24923
N: -6.83966 3.47238 -4.44774
N: -8.13304 3.40684 -6.33651
H: -6.66620 2.48506 -4.50059
H: -6.42996 3.99952 -3.69599
H: -8.70959 3.88031 -7.02350
H: -7.98394 2.41850 -6.42626
C: 1.49601 -3.55240 6.70675
O: 1.68890 -3.96678 7.83916
N: 0.34916 -2.92121 6.34408
N: 2.41182 -3.68667 5.71163
H: 0.17139 -2.57355 5.42035
H: -0.35352 -2.80266 7.05442
H: 3.27437 -4.15011 5.94239
H: 2.27374 -3.35298 4.77430
C: 7.35001 -3.81943 1.63570
O: 7.13738 -2.62005 1.75128
N: 8.10203 -4.51653 2.52702
N: 6.85454 -4.55703 0.61038
H: 8.28917 -5.49931 2.45191
H: 8.48759 -4.00372 3.30214
H: 6.29152 -4.07745 -0.07084
H: 7.01814 -5.54121 0.49862
C: 4.88761 -1.16133 9.49662
O: 5.35990 -0.31019 10.23743
N: 5.33572 -1.35435 8.22945
N: 3.87898 -1.98352 9.87459
H: 4.96328 -2.04564 7.60517
H: 6.08577 -0.76163 7.91227
H: 3.51994 -1.87025 10.80734
H: 3.47866 -2.68812 9.27963
C: 4.56881 -7.37850 -0.88020
O: 5.44134 -6.62379 -1.28112
N: 3.36372 -6.93402 -0.43348
N: 4.72670 -8.72659 -0.84566
H: 2.63445 -7.53703 -0.09999
H: 3.20939 -5.94013 -0.44317
H: 5.60622 -9.09374 -1.16863
H: 4.02319 -9.36367 -0.52020
C: -9.14108 3.99094 -9.81313
O: -9.60427 3.81604 -8.69451
N: -7.81349 4.16568 -10.03542
N: -9.91546 4.02483 -10.92672
H: -7.41367 4.31036 -10.94404
H: -7.20668 4.14653 -9.23200
H: -10.90580 3.89892 -10.80076
H: -9.55642 4.16676 -11.85263
C: 7.92116 2.48508 9.68749
O: 8.58210 1.76138 8.95626
N: 6.89108 2.02357 10.43657
N: 8.16555 3.82041 9.81041
H: 6.33787 2.60203 11.04106
H: 6.67828 1.03524 10.37249
H: 8.92346 4.19965 9.26890
H: 7.63685 4.43236 10.40357
C: 1.94105 6.26738 -0.45894
O: 2.15036 5.84787 0.67200
N: 0.79145 6.90063 -0.80198
N: 2.84152 6.13478 -1.46456
H: 0.60044 7.25226 -1.72220
H: 0.09900 7.01800 -0.08086
H: 3.70740 5.67011 -1.24691
H: 2.69062 6.47155 -2.39766
C: -0.90327 -3.08063 -7.09061
O: -1.10123 -1.87469 -7.00181
N: -0.15464 -3.77082 -6.19010
N: -1.41514 -3.82911 -8.09635
H: 0.01808 -4.75773 -6.24738
H: 0.24392 -3.24975 -5.42791
H: -1.97559 -3.35270 -8.78369
H: -1.26618 -4.81706 -8.18934
C: -3.30608 2.14396 -6.27106
O: -4.20112 1.81525 -7.03086
N: -2.10593 1.50748 -6.22500
N: -3.42409 3.17559 -5.39640
H: -1.36175 1.76605 -5.60422
H: -1.97137 0.73199 -6.85524
H: -4.29776 3.67829 -5.39108
H: -2.69699 3.45684 -4.76494

Atomic forces in eV per Å
C -0.020 -0.587 0.891
C 0.294 -0.976 -1.052
N -0.887 0.059 -1.078
C 2.952 2.566 1.001
N -0.479 -1.381 2.243
Br 0.311 0.322 0.139
C -0.838 -2.445 1.087
C -1.926 1.759 3.266
C 0.375 2.359 -0.967
C -0.063 -1.090 0.322
N 2.388 -2.310 -4.275
C 0.156 1.093 -0.661
N 0.339 1.015 -0.935
C -3.387 -2.352 -3.792
C -1.082 0.368 -0.032
S -0.176 0.469 -0.309
C 0.326 0.725 -0.819
C 0.213 -0.045 -0.345
N 3.049 1.287 4.456
C 1.525 1.497 -0.280
O -0.413 -1.432 -2.257
C -1.533 0.977 1.185
C -0.643 -0.591 -0.891
C 0.636 0.771 0.880
H -0.504 0.272 2.046
H -0.583 0.679 1.072
H -0.037 1.559 0.134
H 0.783 0.914 -1.169
H 0.173 -1.631 -0.126
H 0.735 0.205 -1.401
H 0.003 -1.464 -0.256
H -1.192 -0.212 -0.884
H 0.704 -1.311 0.606
H 0.272 -0.984 0.981
H -1.666 0.420 0.205
H 0.533 1.135 0.407
H -0.675 -0.606 1.002
H -1.572 0.116 -0.521
H 0.254 -1.502 0.127
H 0.426 0.094 1.365
H 0.346 1.125 -0.785
H 0.089 -0.996 -1.161
H 0.829 0.874 -1.049
H -0.482 0.386 1.155
H 0.136 -1.572 -0.010
C 0.094 -0.060 0.073
O 0.026 0.093 0.070
N -0.049 -0.016 0.485
N -0.075 -0.055 -0.641
H 0.061 -0.031 -0.030
H -0.053 0.048 -0.131
H -0.044 0.201 0.105
H 0.045 0.020 -0.054
C -0.130 0.351 -0.287
O 0.009 -0.259 0.027
N 0.288 -0.078 0.627
N -0.365 -0.110 -0.198
H -0.049 -0.078 -0.111
H -0.033 0.070 -0.122
H 0.343 0.229 0.277
H 0.147 -0.008 0.003
C -0.386 -0.057 -0.451
O 0.229 0.046 0.241
N 0.695 -0.061 0.586
N -0.087 0.332 -0.080
H -0.047 0.054 -0.063
H -0.199 -0.181 0.037
H -0.035 -0.316 -0.085
H 0.028 0.068 0.016
C 0.079 -0.064 0.128
O 0.122 0.108 0.060
N -0.562 0.164 0.115
N 0.480 -0.178 -0.194
H 0.068 -0.031 0.067
H 0.105 0.000 -0.104
H -0.150 0.020 -0.066
H 0.054 0.078 0.057
C -0.024 0.036 -0.114
O -0.077 0.055 0.041
N 0.278 0.008 0.538
N -0.252 0.046 -0.240
H -0.015 0.076 -0.041
H -0.023 -0.083 -0.123
H 0.105 -0.211 0.011
H -0.095 0.056 -0.140
C -0.072 -0.131 -0.002
O -0.080 -0.122 0.109
N 0.423 0.211 -0.450
N -0.300 -0.122 0.358
H -0.043 0.042 0.102
H -0.072 -0.084 0.051
H 0.052 -0.035 -0.144
H -0.094 0.007 -0.021
C 0.180 -0.012 -0.072
O -0.010 0.073 0.097
N -0.447 0.442 0.072
N 0.286 -0.411 -0.080
H 0.090 0.012 0.000
H 0.040 -0.152 0.050
H -0.137 0.034 0.039
H 0.045 0.055 -0.011
C 0.099 0.057 -0.079
O -0.170 0.012 -0.099
N 0.476 0.017 0.260
N -0.535 -0.070 -0.166
H -0.061 -0.007 0.056
H -0.043 0.001 -0.125
H 0.142 0.032 -0.032
H 0.008 -0.003 0.084
C -0.202 -0.283 0.173
O 0.037 0.097 -0.095
N 0.086 -0.308 0.053
N 0.393 0.631 -0.234
H 0.068 -0.011 -0.060
H -0.259 0.188 0.008
H -0.116 -0.052 0.101
H 0.026 -0.096 -0.016
C -0.036 0.130 -0.133
O 0.006 0.045 0.037
N -0.491 0.061 0.206
N 0.468 -0.288 -0.103
H 0.052 0.002 0.064
H 0.080 0.029 -0.117
H -0.097 0.104 -0.041
H 0.000 0.035 0.086
C -0.067 -0.095 -0.203
O 0.113 0.196 0.376
N 0.225 0.055 0.531
N -0.303 0.084 -0.362
H 0.005 0.070 -0.039
H 0.025 -0.161 -0.121
H 0.078 -0.086 0.073
H 0.023 0.071 0.010
C -0.183 -0.096 -0.195
O 0.036 0.004 0.099
N 0.441 -0.612 -0.225
N -0.387 0.609 0.415
H -0.071 0.061 -0.076
H 0.029 0.046 0.092
H 0.067 -0.083 -0.022
H -0.018 -0.033 -0.083

=====

Question: Among the records above, which one has the highest highest occupied orbital energy?
Answer: C28H69BrN29O13S